(1)
Formula: C4H4O
Source: the Open Molecules 2025 dataset
Level of theory: ωB97M-V/def2-TZVPD

Positions of all 9 atoms, in Å:
C (1.313, -0.932, -1.565)
C (0.560, -0.611, -0.673)
C (-0.222, -0.217, 0.491)
C (-0.962, 1.051, 0.636)
O (-1.278, 0.421, 1.741)
H (2.073, -1.349, -2.202)
H (0.364, -0.652, 1.320)
H (-1.373, 0.252, -0.405)
H (-0.476, 2.038, 0.656)

Its spin multiplicity is 1. The energy above the lowest of the compared OMol25 structures with the same formula, charge and spin comes out at 756.8 kJ/mol. As for the HOMO energy (spin up / spin down): -8.81 / -9.10 eV. The gap between HOMO and LUMO (spin up / spin down) comes out at 8.10 / 8.15 eV. As for the largest force on an atom: 4.420 eV/A. The LUMO energy (spin up / spin down) comes out at -0.71 / -0.95 eV. The molar mass is 68.08 g mol⁻¹. The calculation puts the energy at -6251.535 eV.

Results of the Löwdin charge analysis, in e, for atoms 1 through 5: 0.107, -0.152, -0.230, -0.225, -0.034



(2)
Formula: C3H10N2O
Source: the Open Molecules 2025 dataset
Level of theory: ωB97M-V/def2-TZVPD

Positions of all 16 atoms, in Å:
C (-0.726, -2.512, -0.888)
N (0.141, -2.885, -0.052)
C (1.440, -3.248, -0.611)
H (-0.634, -2.535, -1.966)
H (-1.624, -2.088, -0.449)
H (1.790, -4.224, -0.281)
H (1.500, -3.239, -1.709)
H (2.156, -2.493, -0.285)
C (-3.678, 0.028, 1.583)
O (-3.659, 0.853, 2.446)
H (-4.598, -0.451, 1.276)
H (-2.899, -0.200, 0.829)
N (2.791, 5.884, -0.002)
H (3.418, 5.356, -0.573)
H (1.862, 6.159, -0.272)
H (2.718, 5.593, 0.954)

Its spin multiplicity is 1. The SMILES is C=NC.C=O.N. The energy above the lowest of the compared OMol25 structures with the same formula, charge and spin comes out at 282.5 kJ/mol. As for the HOMO energy: -9.59 eV. The gap between HOMO and LUMO comes out at 10.40 eV. As for the largest force on an atom: 1.530 eV/A. The LUMO energy comes out at 0.80 eV. The molar mass is 90.13 g mol⁻¹. The calculation puts the energy at -8298.576 eV.

Results of the Löwdin charge analysis, in e, for atoms 1 through 5: -0.086, -0.078, -0.159, 0.069, 0.045



(3)
Formula: C4H3NS2
Source: the Open Molecules 2025 dataset
Level of theory: ωB97M-V/def2-TZVPD

Positions of all 10 atoms, in Å:
C (0.073, 1.236, -0.261)
C (-0.647, 0.850, 0.914)
C (0.434, -0.002, -0.833)
C (-0.192, -1.036, -0.103)
N (-0.708, -0.475, 0.963)
S (1.183, -0.613, -2.276)
S (1.773, -2.264, -1.331)
H (0.487, 2.199, -0.280)
H (-1.187, 1.346, 1.739)
H (-1.217, -1.242, 1.467)

Its spin multiplicity is 1. The energy above the lowest of the compared OMol25 structures with the same formula, charge and spin comes out at 284.8 kJ/mol. As for the HOMO energy (spin up / spin down): -8.30 / -8.29 eV. The gap between HOMO and LUMO (spin up / spin down) comes out at 6.80 / 6.56 eV. As for the largest force on an atom: 4.775 eV/A. The LUMO energy (spin up / spin down) comes out at -1.50 / -1.74 eV. The molar mass is 129.21 g mol⁻¹. The calculation puts the energy at -27352.813 eV.

Results of the Löwdin charge analysis, in e, for atoms 1 through 5: -0.063, -0.114, -0.721, -0.220, -0.034



(4)
Formula: C26H25BF4N2O4Ti
Source: the Open Molecules 2025 dataset
Level of theory: ωB97M-V/def2-TZVPD

Positions of all 63 atoms, in Å:
Ti (0.341, 1.180, 0.211)
O (-0.279, 1.424, 1.999)
C (-1.437, 1.621, 2.566)
C (-1.498, 2.185, 3.854)
C (-2.707, 2.370, 4.483)
C (-3.911, 2.009, 3.870)
C (-3.872, 1.473, 2.603)
C (-2.657, 1.280, 1.929)
C (-2.717, 0.789, 0.569)
N (-1.717, 0.669, -0.211)
C (-1.859, 0.224, -1.584)
C (-1.108, 1.197, -2.488)
N (0.195, 1.526, -1.899)
C (0.952, 2.355, -2.525)
C (2.227, 2.858, -2.084)
C (2.892, 3.768, -2.920)
C (4.112, 4.296, -2.574)
C (4.689, 3.908, -1.357)
C (4.064, 3.021, -0.515)
C (2.806, 2.477, -0.848)
O (2.214, 1.644, -0.048)
H (-0.564, 2.468, 4.320)
H (-2.724, 2.811, 5.472)
H (-4.854, 2.163, 4.377)
H (-4.794, 1.206, 2.099)
H (-3.719, 0.534, 0.205)
H (-2.914, 0.187, -1.879)
H (-1.422, -0.774, -1.659)
H (-1.682, 2.121, -2.599)
H (-0.966, 0.743, -3.474)
H (0.620, 2.739, -3.495)
H (2.415, 4.062, -3.848)
H (4.611, 5.007, -3.218)
H (5.646, 4.325, -1.067)
H (4.500, 2.731, 0.432)
F (0.051, 5.202, -0.985)
B (-0.305, 4.545, 0.199)
F (0.837, 4.088, 0.874)
F (-1.089, 5.353, 1.009)
F (-1.052, 3.363, -0.161)
C (-0.362, -7.122, -0.990)
C (-0.066, -5.719, -0.530)
C (0.854, -4.926, -1.200)
C (1.150, -3.631, -0.780)
C (2.148, -2.817, -1.559)
C (0.521, -3.132, 0.363)
C (-0.401, -3.917, 1.063)
C (-1.101, -3.405, 2.292)
C (-0.689, -5.194, 0.594)
C (0.820, -1.731, 0.861)
O (1.130, -1.543, 2.026)
O (0.675, -0.826, -0.051)
H (-0.062, -7.268, -2.028)
H (-1.427, -7.348, -0.909)
H (0.173, -7.858, -0.385)
H (1.357, -5.318, -2.079)
H (2.723, -3.465, -2.223)
H (2.839, -2.287, -0.903)
H (1.651, -2.052, -2.155)
H (-1.523, -2.411, 2.131)
H (-0.405, -3.301, 3.124)
H (-1.906, -4.083, 2.576)
H (-1.420, -5.794, 1.127)

Its spin multiplicity is 2. As for the expectation value of S²: 0.754. The energy above the lowest of the compared OMol25 structures with the same formula, charge and spin comes out at 25.6 kJ/mol. As for the HOMO energy (spin up / spin down): -4.64 / -5.56 eV. The gap between HOMO and LUMO (spin up / spin down) comes out at 7.16 / 8.00 eV. As for the largest force on an atom: 0.760 eV/A. The LUMO energy (spin up / spin down) comes out at 2.52 / 2.44 eV. The molar mass is 564.17 g mol⁻¹. The calculation puts the energy at -73213.997 eV. The net charge is -1.

Results of the Löwdin charge analysis, in e, for atoms 1 through 5: 1.170, -0.139, -0.307, 0.005, -0.087



(5)
Formula: C9H15BNO
Source: the Open Molecules 2025 dataset
Level of theory: ωB97M-V/def2-TZVPD

Positions of all 27 atoms, in Å:
B (1.562, 0.004, 0.700)
C (-3.375, -0.171, 0.047)
C (-2.898, -1.542, 0.035)
C (-2.565, 0.908, 0.098)
C (-1.626, -1.765, 0.362)
C (3.627, -1.028, -0.304)
C (3.025, -0.254, 0.613)
C (-1.043, 0.649, -0.059)
C (-0.787, -0.502, 0.880)
C (-0.198, 1.903, 0.316)
N (1.251, 1.442, 0.058)
O (0.618, -0.792, 1.014)
H (1.488, -1.077, -2.438)
H (-4.374, 0.018, 0.170)
H (-3.515, -2.331, -0.222)
H (-2.921, 1.844, -0.053)
H (-1.069, -2.583, 0.382)
H (4.668, -1.153, -0.350)
H (3.197, -1.607, -1.084)
H (3.702, 0.475, 1.038)
H (-0.759, 0.267, -1.007)
H (-0.934, -0.360, 1.999)
H (-0.369, 2.150, 1.332)
H (-0.490, 2.629, -0.336)
H (1.146, 1.460, -1.007)
H (0.712, -0.774, -2.514)
H (1.930, 2.189, 0.328)

Its spin multiplicity is 1. The energy above the lowest of the compared OMol25 structures with the same formula, charge and spin comes out at 210.0 kJ/mol. As for the HOMO energy: -12.45 eV. The gap between HOMO and LUMO comes out at 9.16 eV. As for the largest force on an atom: 5.527 eV/A. The LUMO energy comes out at -3.29 eV. The molar mass is 164.04 g mol⁻¹. The calculation puts the energy at -13781.440 eV. The net charge is +1.

Results of the Löwdin charge analysis, in e, for atoms 1 through 5: -0.545, -0.043, -0.038, 0.013, 0.059



(6)
Formula: CH6FPSi2
Source: the Open Molecules 2025 dataset
Level of theory: ωB97M-V/def2-TZVPD

Positions of all 11 atoms, in Å:
F (-3.745, -1.265, -0.694)
P (-3.817, 0.262, -0.089)
Si (-1.343, 0.959, 0.180)
C (0.423, 0.767, -0.111)
Si (1.355, -0.803, -0.128)
H (-4.180, -0.072, 1.224)
H (-1.763, 2.259, 0.381)
H (0.960, 1.619, 0.004)
H (2.287, -1.234, 1.044)
H (2.241, -1.067, -1.346)
H (0.265, -1.823, -0.375)

Its spin multiplicity is 1. The SMILES is FP/[SiH]=C\[SiH3]. The energy above the lowest of the compared OMol25 structures with the same formula, charge and spin comes out at 111.6 kJ/mol. As for the HOMO energy (spin up / spin down): -8.88 / -8.88 eV. The gap between HOMO and LUMO (spin up / spin down) comes out at 8.05 / 8.05 eV. As for the largest force on an atom: 4.423 eV/A. The LUMO energy (spin up / spin down) comes out at -0.83 / -0.83 eV. The molar mass is 124.20 g mol⁻¹. The calculation puts the energy at -28892.589 eV.

Results of the Löwdin charge analysis, in e, for atoms 1 through 5: -0.488, 0.694, 0.616, -0.602, 0.441